Density functional theory data (ωB97M-V/def2-TZVPD) for a structure of composition C5H12AlO2 at a distorted geometry.

```
! wB97M-V def2-TZVPD RIJCOSX def2/J DEFGRID3
* xyz -1 1
C 2.7934 -0.6388 -0.4925
C 1.8920 -0.0325 0.5520
O 1.6991 -0.5561 1.6286
O 1.4035 1.1718 0.1933
C 0.0689 1.4922 0.6279
C -0.9646 1.1970 -0.4365
C -1.0805 -0.2837 -0.8220
Al -2.3411 -1.2758 0.4472
H 2.9559 -1.6814 -0.2454
H 2.3482 -0.5529 -1.4799
H 3.7426 -0.1062 -0.5257
H -0.1872 0.9958 1.5605
H 0.0757 2.5657 0.8193
H -1.9144 1.5588 -0.0334
H -0.7493 1.8119 -1.3190
H -1.5195 -0.3481 -1.8201
H -0.1053 -0.7705 -0.8861
H -2.1552 -0.7669 1.9769
H -2.1052 -2.8839 0.2923
H -3.8571 -0.8963 -0.0374
*
```

## Properties
F_max   1.0 eV/Å
Energy relative to the best compared isomer or geometry (same formula, charge and spin)   58.8 kcal/mol
E_HOMO   -4.5146 eV
E_tot   -16072.172 eV

Density functional theory data (ωB97M-V/def2-TZVPD) for a cluster of 2 separate species, C5H12BN in total at a distorted geometry.

```
! wB97M-V def2-TZVPD RIJCOSX def2/J DEFGRID3
* xyz 0 1
B -0.2727 1.4919 -0.6593
C 0.8781 2.0430 -1.5906
C 2.2231 1.2682 -1.5765
C 0.0365 -1.9048 2.2573
C -2.2980 0.2063 0.4297
C -0.1014 -2.8194 1.3088
N -1.2143 0.8317 -0.1762
H 0.6004 1.9648 -2.6212
H 1.1003 3.0086 -1.4802
H 2.7979 1.8270 -2.3006
H 1.8126 0.2308 -1.7980
H 0.8314 -1.2970 2.3520
H 2.5422 1.3559 -0.5065
H -0.7546 -1.8857 2.9798
H -3.0679 0.4412 -0.2276
H -2.1567 -0.7908 0.4819
H -2.6820 0.4484 1.3803
H 0.6471 -2.9616 0.6600
H -0.9221 -3.4584 1.0870
*
```

## Properties
F_max   4.4 eV/Å
SMILES string   CC/B=N/C.C=C
Energy relative to the best compared isomer or geometry (same formula, charge and spin)   40.4 kcal/mol
E_HOMO   -9.4598 eV
E_tot   -7543.750 eV

Density functional theory data (ωB97M-V/def2-TZVPD) for the ion C5H12BrN2 with charge +1 at a distorted geometry.

```
! wB97M-V def2-TZVPD RIJCOSX def2/J DEFGRID3
* xyz 1 1
C -0.5672 -0.4182 0.3021
C -1.3689 -1.6743 0.2930
C 0.6178 -0.9877 -1.9193
C 0.7479 1.2474 -0.9557
C 0.1598 1.5194 1.8875
N 0.1439 -0.1243 -0.8008
N -0.7208 0.3665 1.3297
Br 1.9320 0.9895 2.9265
H -2.0055 -1.7094 -0.6568
H -1.8841 -1.7578 1.1840
H -0.7446 -2.5037 0.2011
H 0.2843 -2.0128 -1.8185
H 0.2620 -0.5655 -2.8944
H 1.6907 -0.8609 -1.9058
H 1.4319 1.2753 -0.1516
H 1.2350 1.3641 -1.9636
H -0.1177 1.8029 -0.7491
H 0.5382 2.1938 1.0802
H -0.5401 2.0597 2.4930
H -1.0947 -0.2040 2.1183
*
```

## Properties
F_max   4.4 eV/Å
SMILES string   C/C(=[NH+]/CBr)N(C)C
Energy relative to the best compared isomer or geometry (same formula, charge and spin)   41.3 kcal/mol
E_HOMO   -14.1988 eV
E_tot   -78394.596 eV

Density functional theory data (ωB97M-V/def2-TZVPD) for a cluster of 2 separate species, C5H12BrOPS2 in total at a distorted geometry.

```
! wB97M-V def2-TZVPD RIJCOSX def2/J DEFGRID3
* xyz 0 1
C -0.8617 -1.8986 -0.7649
C 1.6535 -1.8226 -1.5247
C 1.0782 -0.9121 0.7286
C -1.1854 2.5823 -0.6180
C 0.4801 -1.1741 -0.7305
O -0.9261 1.1933 -0.8302
P 0.3248 0.5266 -1.5994
S 2.0000 1.5988 -1.2259
S -5.1628 2.9088 -0.3316
Br -4.3149 1.3957 -1.5549
H -0.8288 -2.7816 -0.1642
H -1.5776 -1.2603 -0.2881
H -1.1843 -2.1454 -1.8234
H 2.5383 -1.3193 -1.2607
H 1.4419 -1.5605 -2.6547
H 1.8722 -2.9988 -1.5423
H 1.3481 0.0540 0.8761
H 0.1623 -0.9854 1.3071
H 1.9278 -1.5638 1.0530
H -0.2253 2.9943 -0.7651
H -1.5603 2.6998 0.3806
H -2.0335 2.9908 -1.3071
*
```

## Properties
F_max   4.1 eV/Å
Energy relative to the best compared isomer or geometry (same formula, charge and spin)   1.8 kcal/mol
E_HOMO (spin up / spin down)   -9.0307 / -8.2441 eV
E_tot   -108426.363 eV

Density functional theory data (ωB97M-V/def2-TZVPD) for a cluster of 2 separate species, C5H12Cl2NO2S in total at a distorted geometry.

```
! wB97M-V def2-TZVPD RIJCOSX def2/J DEFGRID3
* xyz 1 1
C 3.6390 -0.9666 0.0608
C 2.7356 -2.1431 -0.2779
S 1.3411 -2.3813 0.8767
C -0.1993 -1.7638 0.1051
O -0.2955 -0.3900 -0.1924
N 0.7161 0.4480 0.4139
O 0.2559 1.1850 1.1724
H 3.1823 -0.0245 -0.2087
H 4.5279 -1.0684 -0.5515
H 3.8850 -0.9355 1.1147
H 2.3396 -2.0784 -1.2843
H 3.3207 -3.0509 -0.1911
H 1.5966 -1.5911 1.9383
H -1.0265 -2.0409 0.7507
H -0.2492 -2.3106 -0.8320
Cl -4.5128 2.2677 -2.0122
C -3.4248 2.9839 -0.8002
C -2.8071 1.9352 0.0886
Cl -4.0008 1.1613 1.1618
H -3.9914 3.7096 -0.2229
H -2.6413 3.5090 -1.3442
H -2.0571 2.3931 0.7307
H -2.3341 1.1522 -0.4966
*
```

## Properties
F_max   1.4 eV/Å
E_HOMO   -12.8085 eV
E_tot   -46833.576 eV

Density functional theory data (ωB97M-V/def2-TZVPD) for a cluster of 2 separate species, C5H12Cl2NO3S in total at a distorted geometry.

```
! wB97M-V def2-TZVPD RIJCOSX def2/J DEFGRID3
* xyz 1 1
O 0.4164 -3.4042 -1.4895
S -0.4544 -2.4338 -2.1912
O -1.0919 -3.0444 -3.3833
C -1.8089 -1.8639 -1.1190
C -1.3399 -1.0742 0.1171
N -0.0631 -1.4738 0.7780
C 0.7870 -0.2337 0.8202
C -0.2149 0.9546 0.6045
O -1.4293 0.3201 0.1105
H 0.2210 -1.3165 -2.6539
H -2.4812 -2.6929 -0.8725
H -2.4142 -1.1779 -1.7339
H -2.0952 -1.3477 0.8777
H -0.1901 -1.7354 1.7550
H 0.5244 -2.2048 0.3542
H 1.4409 -0.1202 1.6841
H 1.4036 -0.1997 -0.0902
H 0.0448 1.6077 -0.2318
H -0.3203 1.4871 1.5548
C 1.7784 4.1192 1.0901
Cl 2.2960 2.6410 1.9201
Cl 1.7082 3.8900 -0.6610
H 0.7929 4.3962 1.4491
H 2.4898 4.9071 1.3112
*
```

## Properties
F_max   5.8 eV/Å
E_HOMO   -14.1983 eV
E_tot   -48882.936 eV